[1]
ORCA calculation (wB97M-V/def2-TZVPD) on a gas-phase ion, C2H5N2S (charge +1) in a non-equilibrium geometry.

Structure (XYZ):
```
10
Properties=species:S:1:pos:R:3:forces:R:3:mulliken_charge:R:1
C 1.1249 -0.0947 -0.1508 -2.252 2.293 0.294 0.53
C -1.8868 0.0827 -1.0410 0.246 0.152 1.528 -0.18
N 1.5782 1.0281 -0.0731 -0.045 -1.123 0.277 -0.41
N 1.4118 -1.2263 -0.6880 3.631 -3.242 -1.430 -0.44
S -1.0163 -0.5448 0.1827 -0.947 0.530 0.147 -0.01
H -1.3483 0.5670 -1.8395 -0.304 0.117 -0.472 0.31
H -2.9945 0.1554 -0.9122 0.999 -0.342 -0.500 0.28
H 1.1538 1.9086 0.1396 -0.179 0.224 0.100 0.31
H 2.4031 -1.1032 -1.0482 -1.328 -0.961 0.268 0.29
H 1.1654 -2.2259 -0.4060 0.179 2.352 -0.214 0.31
```
Positions in Å, forces in eV/Å.

Calculated values
Orbital gap = 8.59 eV
Total charge = +1
2S+1 = 1
E_HOMO = -14.62 eV
Electronic energy = -15960.871 eV
Relative energy (zero: lowest compared OMol25 entry of this formula, charge and spin) = 199.4 kJ/mol

***

[2]
ORCA calculation (wB97M-V/def2-TZVPD) on a molecular structure, C2H5N3 in a non-equilibrium geometry.

Structure (XYZ):
```
10
Properties=species:S:1:pos:R:3:forces:R:3:mulliken_charge:R:1
C 2.0891 0.6533 0.9636 -4.187 -1.089 -3.117 0.09
C -0.3217 0.8397 -0.2578 -1.111 -1.113 -0.550 -0.78
N 3.0630 0.6554 1.5424 2.416 0.167 1.546 -0.39
N 0.5793 -1.2656 -0.1214 1.714 -1.378 0.537 -0.45
N 0.8589 0.0145 -0.3603 2.441 1.395 1.504 0.03
H -0.7387 0.9527 -1.2366 -0.125 -0.369 -1.011 0.31
H -1.0861 0.3320 0.3055 -0.419 -0.073 0.643 0.28
H -0.2578 1.8380 0.0507 1.045 1.140 0.928 0.36
H 1.4769 -1.8513 -0.0448 -2.023 1.206 -0.405 0.30
H -0.0723 -1.4627 0.6441 0.248 0.113 -0.074 0.26
```
Positions in Å, forces in eV/Å.

Calculated values
Orbital gap = 9.53 eV
2S+1 = 1
E_HOMO = -9.76 eV
Electronic energy = -6621.310 eV
Relative energy (zero: lowest compared OMol25 entry of this formula, charge and spin) = 350.0 kJ/mol

***

[3]
ORCA calculation (wB97M-V/def2-TZVPD) on a single C2H5N3O molecule.

Structure (XYZ):
```
11
Properties=species:S:1:pos:R:3:forces:R:3:mulliken_charge:R:1
H 0.3631 -0.7936 3.1282 0.074 0.106 -0.023 0.26
N 0.7915 -0.2251 2.4013 -0.226 -0.087 -0.235 -0.64
C 0.1102 -0.3147 1.3350 0.034 -0.034 0.133 0.11
N 0.5122 0.2714 0.1509 0.030 0.103 0.178 -0.28
C -0.4786 0.5120 -0.8504 -0.231 0.002 -0.005 0.45
N -0.0802 0.0639 -2.0723 -0.091 0.016 -0.068 -0.41
O -1.5515 1.0270 -0.6283 0.347 -0.260 -0.015 -0.54
H -0.8042 -0.9003 1.2018 0.008 0.076 0.165 0.28
H 1.2750 0.9334 0.2331 -0.026 -0.124 -0.114 0.27
H -0.7883 0.0549 -2.7909 0.157 0.058 0.015 0.24
H 0.6506 -0.6287 -2.1084 -0.077 0.143 -0.031 0.25
```
Positions in Å, forces in eV/Å.

Calculated values
Orbital gap = 10.44 eV
2S+1 = 1
SMILES = [H]/N=C/NC(N)=O
E_HOMO = -9.65 eV
Electronic energy = -8673.262 eV
Relative energy (zero: lowest compared OMol25 entry of this formula, charge and spin) = 36.7 kJ/mol

***

[4]
ORCA calculation (wB97M-V/def2-TZVPD) on a molecular structure, C2H5N3O in a non-equilibrium geometry.

Structure (XYZ):
```
11
Properties=species:S:1:pos:R:3:forces:R:3:mulliken_charge:R:1
C -0.6996 0.6285 -0.0199 -0.107 0.175 0.468 0.07
C 0.7657 0.6805 0.0815 -0.842 0.489 0.027 -0.22
H -3.0750 0.5373 0.3739 -0.256 0.973 0.382 0.24
H -3.2168 -1.0623 0.2792 0.055 0.040 -0.249 0.28
H -1.2019 1.5899 -0.1313 -0.107 0.057 -0.090 0.32
H 1.2767 1.6500 0.2152 -0.146 -0.526 -0.312 0.35
H 3.1912 -1.1161 0.5271 -1.992 4.315 -3.278 0.37
N -2.7645 -0.2549 -0.1403 1.210 -1.505 0.162 -0.54
N -1.3557 -0.4581 0.0512 -1.193 0.842 -0.441 -0.17
N 1.3619 -0.4208 -0.0015 1.245 -0.313 -0.316 -0.27
O 2.7421 -0.1894 -0.1249 2.134 -4.547 3.646 -0.42
```
Positions in Å, forces in eV/Å.

Calculated values
Orbital gap = 9.43 eV
2S+1 = 1
E_HOMO = -8.98 eV
Electronic energy = -8668.562 eV
Relative energy (zero: lowest compared OMol25 entry of this formula, charge and spin) = 490.2 kJ/mol

***

[5]
ORCA calculation (wB97M-V/def2-TZVPD) on a single C2H5N3O molecule in a non-equilibrium geometry.

Structure (XYZ):
```
11
Properties=species:S:1:pos:R:3:forces:R:3:mulliken_charge:R:1
H 0.4286 1.9767 0.0318 -0.102 0.143 -0.109 0.33
N 1.2847 1.4454 -0.0451 0.279 1.136 0.055 -0.63
C 1.0527 0.2290 -0.0480 -0.430 -1.169 0.158 0.51
N 2.0011 -0.7581 -0.1321 1.003 0.418 0.225 -0.49
O -0.1829 -0.4170 0.0221 0.101 0.500 -0.038 -0.10
N -1.2396 0.5023 0.0180 -0.211 -0.667 -0.076 -0.41
C -2.3257 -0.1399 -0.0671 -0.377 0.087 -0.102 -0.28
H 1.6986 -1.6148 0.2942 0.166 -0.275 0.054 0.23
H 2.9273 -0.4190 0.1674 -0.849 -0.440 -0.306 0.28
H -3.2522 0.4201 -0.1074 0.170 0.190 0.104 0.29
H -2.3927 -1.2248 -0.1338 0.249 0.077 0.036 0.27
```
Positions in Å, forces in eV/Å.

Calculated values
Orbital gap = 10.51 eV
2S+1 = 1
SMILES = [H]/N=C(/N)ON=C
E_HOMO = -9.55 eV
Electronic energy = -8671.074 eV
Relative energy (zero: lowest compared OMol25 entry of this formula, charge and spin) = 247.9 kJ/mol

***

[6]
ORCA calculation (wB97M-V/def2-TZVPD) on a single C2H5N3O molecule in a non-equilibrium geometry.

Structure (XYZ):
```
11
Properties=species:S:1:pos:R:3:forces:R:3:mulliken_charge:R:1
C -0.8321 1.4952 1.0421 0.537 -0.624 -0.856 -0.33
N -1.6278 0.8107 0.3086 0.758 -0.334 -0.408 -0.60
N -1.1692 -0.2799 -0.4261 -1.106 0.289 -0.173 0.13
C 0.0823 -0.8349 -0.6024 0.083 -0.224 0.163 0.06
N 1.1994 -0.3311 -0.2328 -0.503 -0.138 0.093 -0.36
O 2.2492 -1.2338 -0.5251 1.096 0.722 0.657 -0.42
H -1.2772 2.3627 1.4974 -0.118 0.036 0.348 0.28
H 0.2526 1.3105 1.1341 -0.663 0.048 -0.062 0.30
H -1.9203 -0.6639 -1.0324 1.051 0.509 1.005 0.25
H -0.0046 -1.8303 -1.0625 0.360 0.365 -0.020 0.34
H 3.0476 -0.8052 -0.1009 -1.494 -0.649 -0.748 0.35
```
Positions in Å, forces in eV/Å.

Calculated values
Orbital gap = 9.63 eV
2S+1 = 1
SMILES = C=NN/C=N/O
E_HOMO = -8.62 eV
Electronic energy = -8669.589 eV
Relative energy (zero: lowest compared OMol25 entry of this formula, charge and spin) = 391.1 kJ/mol

***

[7]
ORCA calculation (wB97M-V/def2-TZVPD) on a molecular structure, C2H5N3O in a non-equilibrium geometry.

Structure (XYZ):
```
11
Properties=species:S:1:pos:R:3:forces:R:3:mulliken_charge:R:1
C -2.2385 0.0313 -0.0354 -1.799 -2.033 0.155 0.58
C 0.6538 -0.3904 0.2334 0.602 0.717 1.738 -0.22
N -2.9335 -0.9194 -0.0549 1.331 1.858 -0.264 -0.53
N -1.4050 1.0280 0.2207 3.104 2.334 -1.994 -0.47
N 0.2366 0.7560 -0.4538 -4.365 1.242 -0.422 -0.36
O 0.1555 -1.6404 -0.1371 -2.515 -0.279 0.222 -0.52
H 0.4386 0.1201 1.2642 0.857 -2.386 -0.680 0.31
H 1.7226 -0.4488 -0.0356 -0.102 -0.002 0.730 0.30
H -1.6192 1.9777 -0.2236 0.053 -1.979 0.876 0.30
H -0.0930 0.5061 -1.3800 0.167 -0.042 -0.548 0.29
H -0.8710 -1.7392 -0.0969 2.667 0.569 0.188 0.31
```
Positions in Å, forces in eV/Å.

Calculated values
Orbital gap = 10.38 eV
2S+1 = 1
E_HOMO = -10.62 eV
Electronic energy = -8669.319 eV
Relative energy (zero: lowest compared OMol25 entry of this formula, charge and spin) = 417.2 kJ/mol

***

[8]
ORCA calculation (wB97M-V/def2-TZVPD) on 2 unconnected molecules or ions with the total composition C2H5N3O in a non-equilibrium geometry.

Structure (XYZ):
```
11
Properties=species:S:1:pos:R:3:forces:R:3:mulliken_charge:R:1
C -0.0409 -1.0971 0.3944 -1.217 0.616 0.058 -0.35
C -1.1239 -0.2145 -0.1511 -3.461 -6.186 -1.412 0.60
H 0.8585 1.3416 -0.5896 3.149 -3.731 -0.619 0.39
H 2.7144 -0.0008 -1.0196 -0.698 -0.295 0.452 0.19
H -0.1796 -2.0281 0.9505 -0.860 0.308 -0.402 0.37
H -1.8049 1.6206 0.3550 0.952 -0.371 -1.171 0.31
H -0.4040 0.9749 1.2089 -1.552 1.216 -4.406 0.40
N 1.8045 0.1138 -0.5761 -5.955 2.461 1.903 -0.52
N 1.1432 -0.9223 0.0789 6.227 1.101 -2.006 -0.14
N -0.9109 1.1357 0.0690 0.203 0.183 5.600 -0.68
O -2.0564 -0.9238 -0.7203 3.213 4.698 2.003 -0.57
```
Positions in Å, forces in eV/Å.

Calculated values
Orbital gap = 8.76 eV
2S+1 = 1
E_HOMO = -8.63 eV
Electronic energy = -8667.229 eV
Relative energy (zero: lowest compared OMol25 entry of this formula, charge and spin) = 618.8 kJ/mol

***

[9]
ORCA calculation (wB97M-V/def2-TZVPD) on a single C2H5N3O molecule in a non-equilibrium geometry.

Structure (XYZ):
```
11
Properties=species:S:1:pos:R:3:forces:R:3:mulliken_charge:R:1
H -2.1287 -2.3739 0.3971 0.167 0.131 0.123 0.26
N -1.4654 -1.8634 0.9806 0.221 0.267 -0.171 -0.61
C -0.8449 -1.0026 0.2858 0.184 0.064 0.362 0.20
N 0.1324 -0.1416 0.7924 0.450 0.357 0.180 -0.23
C 0.8518 0.8119 0.1369 0.528 0.534 -0.037 0.51
N 0.7456 1.1508 -1.1614 -0.017 0.033 -0.111 -0.37
O 1.6605 1.3354 0.9177 0.456 0.796 -0.917 -0.70
H -1.0316 -0.8609 -0.7980 0.229 0.097 0.463 0.15
H 0.7624 0.1693 1.6543 -2.156 -2.189 0.062 0.36
H 1.3075 1.9398 -1.4365 -0.105 -0.093 -0.087 0.24
H 0.0104 0.8351 -1.7691 0.043 0.002 0.133 0.19
```
Positions in Å, forces in eV/Å.

Calculated values
Orbital gap = 10.27 eV
2S+1 = 1
SMILES = [H]/N=C/NC(N)=O
E_HOMO = -9.69 eV
Electronic energy = -8672.342 eV
Relative energy (zero: lowest compared OMol25 entry of this formula, charge and spin) = 125.5 kJ/mol

***

[10]
ORCA calculation (wB97M-V/def2-TZVPD) on 2 unconnected molecules or ions with the total composition C2H5N3O in a non-equilibrium geometry.

Structure (XYZ):
```
11
Properties=species:S:1:pos:R:3:forces:R:3:mulliken_charge:R:1
C 0.7051 1.0916 1.8273 0.385 1.895 -1.620 -0.90
C 0.7829 0.9943 0.4763 0.569 3.024 1.936 0.18
N 0.9112 -0.0665 -0.1964 -0.238 -6.818 -3.543 0.61
N 0.8074 -1.0997 -0.7613 1.571 3.328 2.058 -0.80
N -1.3850 -1.3829 -1.5262 -2.906 1.303 -0.557 -0.15
O -2.3970 -0.6375 -1.2490 0.446 -0.308 -0.247 -0.41
H 0.9566 2.0647 2.2281 -0.389 -0.418 0.498 0.25
H 0.3652 0.2428 2.2628 -0.687 -2.038 2.305 0.34
H 1.1130 1.8420 -0.0395 0.213 1.286 -1.074 0.29
H -1.1241 -2.0200 -0.8288 0.608 -1.143 0.719 0.29
H -0.7352 -1.0288 -2.1933 0.427 -0.111 -0.475 0.29
```
Positions in Å, forces in eV/Å.

Calculated values
Orbital gap (spin up / spin down) = 7.54 / 8.34 eV
2S+1 = 1
E_HOMO (spin up / spin down) = -7.46 / -8.44 eV
Electronic energy = -8666.436 eV
Relative energy (zero: lowest compared OMol25 entry of this formula, charge and spin) = 695.3 kJ/mol